Density functional theory data (ωB97M-V/def2-TZVPD) for 12 unconnected molecules or ions with the total composition C18H60O12.

Calculated values
strongest force on any atom: 2.538 eV Å⁻¹
E_LUMO: -0.12 eV
energy relative to the best compared isomer or geometry (same formula, charge and spin): 1.8884 eV
SMILES string: CC(C)O.CC(C)O.CC(C)O.CC(C)O.CC(C)O.CC(C)O.O.O.O.O.O.O
E: -44207.592 eV
E_HOMO: -9.4 eV
charge: 0

Each line ends with the Mulliken charge.
CARTESIAN COORDINATES (ANGSTROEM)
O  0.651  -0.790  1.044  -0.67
O  0.712  0.949  5.818  -0.57
O  3.300  0.270  0.566  -0.66
O  -4.139  -6.133  2.844  -0.52
O  -1.184  2.985  -4.930  -0.42
O  2.498  -1.760  2.671  -0.66
O  0.170  3.374  2.045  -0.54
O  1.261  -0.426  -3.032  -0.73
O  3.497  0.800  -2.155  -0.48
O  -4.012  -1.068  -5.223  -0.58
O  1.290  1.996  -0.215  -0.30
O  -3.898  -3.304  -0.805  -0.63
C  0.622  4.516  -5.251  -1.31
C  -3.311  0.139  -4.922  0.26
C  1.538  -0.199  6.034  0.80
C  -0.428  3.944  -4.282  0.36
C  -1.316  -1.173  2.115  -1.19
C  0.238  3.118  -3.128  -0.54
C  4.225  3.078  -1.572  -1.12
C  -1.074  -0.132  -0.302  -0.07
C  -2.458  -0.097  -3.620  -0.66
C  -3.132  -4.288  3.796  -1.10
C  -2.946  -5.760  3.525  0.51
C  4.345  2.099  -3.955  -1.38
C  -0.627  -0.189  1.167  0.92
C  -1.745  -6.239  2.675  -1.15
C  4.442  1.825  -2.460  0.68
C  2.308  0.135  7.274  -1.46
C  -4.249  1.317  -4.702  -1.23
C  0.803  -1.499  6.103  -1.13
H  5.455  1.499  -2.214  0.29
H  5.154  3.627  -1.408  0.45
H  -2.112  -0.721  2.713  0.49
H  1.123  2.582  -3.471  -0.03
H  3.332  1.996  -4.343  0.27
H  2.897  -0.728  7.603  0.37
H  -2.672  0.454  -5.745  0.29
H  -0.021  4.279  1.783  0.28
H  -3.383  -3.682  2.925  0.22
H  -1.892  -7.297  2.445  0.37
H  2.173  -0.294  5.146  0.02
H  -0.536  0.755  1.709  -0.18
H  3.561  3.811  -2.031  0.22
H  0.686  3.754  -2.360  0.36
H  -2.031  0.364  -0.478  0.49
H  -0.372  0.445  -0.899  -0.67
H  -2.138  0.878  -3.248  0.01
H  0.726  2.331  0.495  0.31
H  -1.163  -1.168  -0.627  0.33
H  0.383  -1.639  7.099  0.37
H  1.366  1.651  5.874  0.33
H  -1.460  3.338  -5.783  0.30
H  -2.946  -6.285  4.486  0.18
H  -4.846  1.335  -5.616  0.36
H  2.131  1.808  0.214  0.04
H  3.841  -0.505  0.744  0.16
H  1.099  5.383  -4.792  0.33
H  -0.477  2.485  -2.608  -0.10
H  1.725  0.229  8.194  0.35
H  4.862  3.023  -4.211  0.37
H  4.898  1.278  -4.416  0.39
H  -4.812  1.285  -3.768  0.31
H  3.097  0.625  1.439  0.28
H  -4.462  -3.760  -0.174  0.32
H  -3.145  -0.415  -2.833  0.38
H  1.378  -2.338  5.712  0.34
H  2.968  1.000  7.200  0.43
H  1.322  3.715  -5.487  0.30
H  -4.600  -1.269  -4.489  0.36
H  -3.995  -4.186  4.454  0.35
H  -0.340  3.240  2.849  0.26
H  1.194  -0.178  0.528  0.34
H  -3.037  -3.272  -0.380  0.32
H  3.892  2.790  -0.575  0.20
H  -0.979  4.751  -3.788  0.21
H  0.691  -0.353  -2.265  0.34
H  -3.747  2.286  -4.678  0.29
H  -2.213  -3.930  4.262  0.27
H  -0.599  -1.451  2.889  0.13
H  1.756  -1.259  2.283  0.59
H  2.938  -2.166  1.921  0.23
H  3.443  0.723  -1.189  0.15
H  0.201  4.836  -6.206  0.44
H  1.989  0.192  -2.858  0.46
H  -3.928  -7.073  2.776  0.31
H  -1.739  -2.082  1.688  0.02
H  0.033  -1.479  5.327  0.15
H  -1.659  -5.656  1.757  0.24
H  -0.753  -6.272  3.130  0.33
H  -1.639  -0.782  -3.826  0.23

Density functional theory data (ωB97M-V/def2-TZVPD) for 2 unconnected molecules or ions with the total composition C5H12O.

Calculated values
strongest force on any atom: 0.905 eV Å⁻¹
E_LUMO: 0.98 eV
energy relative to the best compared isomer or geometry (same formula, charge and spin): 1.6793 eV
SMILES string: C=CC.CCO
E: -7425.632 eV
E_HOMO: -9.2 eV
charge: 0

Each line ends with the Mulliken charge.
CARTESIAN COORDINATES (ANGSTROEM)
O  0.855  0.001  0.926  -0.48
C  2.128  2.059  1.413  -1.16
C  -2.180  -1.495  -1.545  0.06
C  1.257  0.938  1.928  -0.10
C  -2.360  -0.645  -0.539  -0.60
C  -0.841  -1.791  -2.148  -0.96
H  1.147  0.374  0.090  0.25
H  2.814  2.401  2.185  0.33
H  -3.320  -0.212  -0.287  0.27
H  1.734  0.330  2.703  0.24
H  -0.949  -1.955  -3.219  0.34
H  2.760  1.751  0.580  0.37
H  -0.371  -2.673  -1.697  0.24
H  -0.105  -0.995  -2.048  0.23
H  -2.982  -2.159  -1.848  0.30
H  -1.507  -0.212  -0.027  0.12
H  0.395  1.373  2.438  0.22
H  1.523  2.910  1.095  0.30

Density functional theory data (ωB97M-V/def2-TZVPD) for a molecular structure, C5H9CeCl2IN4S.

Calculated values
strongest force on any atom: 2.076 eV Å⁻¹
E_LUMO (alpha / beta): -11.54 / -11.43 eV
E: -68173.657 eV
E_HOMO (alpha / beta): -17.3 / -17.3 eV
charge: +3
spin multiplicity: 2

Each line ends with the Mulliken charge.
CARTESIAN COORDINATES (ANGSTROEM)
Ce  -1.399  0.716  0.520  1.48
I  1.994  -4.421  1.178  0.33
Cl  -4.099  0.298  0.642  -0.02
Cl  -3.050  2.839  -0.386  -0.04
S  -0.319  0.655  -1.983  -0.39
N  0.844  -0.838  3.066  -0.06
N  1.823  1.969  -2.833  -0.35
N  2.197  -0.227  -2.291  -0.34
N  0.203  -0.624  1.905  -0.21
C  1.393  0.812  -2.380  0.86
C  1.493  -2.011  3.065  -0.14
C  0.479  -1.720  1.162  -0.09
C  -4.548  1.888  -0.107  -0.17
C  1.281  -2.618  1.837  -0.78
H  1.187  2.740  -2.959  0.23
H  -5.018  1.686  -1.059  0.38
H  2.768  2.092  -3.179  0.24
H  2.066  -2.341  3.922  0.48
H  0.812  -0.163  3.814  0.20
H  0.088  -1.827  0.162  0.54
H  -5.183  2.419  0.587  0.39
H  3.155  -0.186  -2.615  0.24
H  1.832  -1.138  -2.067  0.21

Density functional theory data (ωB97M-V/def2-TZVPD) for 2 unconnected molecules or ions with the total composition C2H3N2OS.

Calculated values
strongest force on any atom: 2.133 eV Å⁻¹
E_LUMO: 3.75 eV
energy relative to the best compared isomer or geometry (same formula, charge and spin): 0.7049 eV
E: -17984.776 eV
E_HOMO: -2.3 eV
charge: -1

Each line ends with the Mulliken charge.
CARTESIAN COORDINATES (ANGSTROEM)
S  3.146  -1.163  0.167  -0.48
O  2.467  1.410  0.186  -0.49
N  -0.309  0.185  0.150  0.04
N  0.414  -0.195  -0.753  -0.53
C  2.368  0.237  0.029  0.46
C  -1.747  -0.071  0.049  -0.83
H  -2.078  -0.392  -0.948  0.36
H  -1.987  -0.852  0.775  0.21
H  -2.274  0.840  0.346  0.25

Density functional theory data (ωB97M-V/def2-TZVPD) for 2 unconnected molecules or ions with the total composition CH4NOP.

Calculated values
strongest force on any atom: 4.896 eV Å⁻¹
E_LUMO: 0.92 eV
energy relative to the best compared isomer or geometry (same formula, charge and spin): 5.0150 eV
SMILES string: C#[N+][O-].P
E: -13923.518 eV
E_HOMO: -10.1 eV
charge: 0

Each line ends with the Mulliken charge.
CARTESIAN COORDINATES (ANGSTROEM)
P  -1.322  -1.165  -0.593  -0.03
O  2.568  1.262  1.105  -0.60
N  1.419  1.209  0.994  0.55
C  0.303  0.915  0.927  -0.42
H  -0.031  -1.647  -0.370  0.05
H  -0.643  1.211  0.681  0.43
H  -0.798  -0.071  -0.988  -0.01
H  -1.495  -1.715  -1.756  0.02

Density functional theory data (ωB97M-V/def2-TZVPD) for a gas-phase ion, C4H10NO3 (charge +1).

Calculated values
strongest force on any atom: 5.247 eV Å⁻¹
E_LUMO: -3.60 eV
energy relative to the best compared isomer or geometry (same formula, charge and spin): 2.4302 eV
SMILES string: [NH3+][C@H](CCO)C(=O)O
E: -11934.181 eV
E_HOMO: -15.1 eV
charge: +1

Each line ends with the Mulliken charge.
CARTESIAN COORDINATES (ANGSTROEM)
O  2.186  -0.867  0.251  -0.57
O  -2.697  -0.277  0.324  -0.55
O  -2.280  1.307  -1.287  -0.45
N  -0.323  -1.245  0.518  -0.28
C  -1.893  0.450  -0.565  0.17
C  1.940  0.539  0.168  -0.47
C  -0.551  -0.049  -0.394  0.52
C  0.460  0.977  0.143  -0.99
H  0.120  1.397  1.070  0.44
H  0.579  -1.243  1.061  0.30
H  -0.495  -2.090  -0.100  0.37
H  2.507  1.106  0.878  0.30
H  -0.987  -1.399  1.256  0.35
H  2.798  -0.943  -0.558  0.39
H  0.218  1.957  -0.729  0.36
H  -0.171  -0.434  -1.415  0.34
H  2.359  0.830  -0.929  0.35
H  -3.769  -0.016  0.307  0.41

Density functional theory data (ωB97M-V/def2-TZVPD) for a molecular structure, C26H34AlNO.

Calculated values
strongest force on any atom: 3.032 eV Å⁻¹
E_LUMO: 0.59 eV
E: -37647.593 eV
E_HOMO: -7.7 eV
charge: 0

Each line ends with the Mulliken charge.
CARTESIAN COORDINATES (ANGSTROEM)
Al  0.563  -0.561  2.162  -0.23
O  -0.531  1.245  -0.967  -0.58
N  -0.982  0.930  -3.118  -0.23
C  2.898  -0.938  1.738  -1.06
C  -1.313  2.103  2.457  1.43
C  -0.911  -2.516  -2.073  -2.21
C  -1.101  0.551  2.606  -0.74
C  1.361  1.409  -3.279  0.87
C  -0.379  2.864  3.370  -1.26
C  2.837  -0.424  -3.917  -0.62
C  2.366  1.081  2.711  -0.63
C  3.904  0.214  -3.269  -0.45
C  -1.860  -1.945  -1.010  3.04
C  -2.236  -0.452  -1.352  -1.23
C  -1.170  0.597  -1.812  0.47
C  0.338  -2.485  2.094  0.24
C  -1.263  -2.152  0.372  -0.48
C  -3.186  -2.702  -1.038  -2.15
C  0.144  -2.167  0.658  -0.97
C  1.567  0.172  -3.905  -0.21
C  -1.933  -2.475  1.585  -0.36
C  2.948  -0.192  2.962  -0.77
C  1.938  1.136  1.333  -0.36
C  3.682  1.412  -2.582  -0.57
C  2.293  -0.118  0.719  -0.05
C  -1.019  -2.720  2.601  -1.45
C  -2.794  2.404  2.847  -1.57
C  2.413  1.991  -2.566  -0.44
C  -0.011  2.052  -3.332  -1.04
H  1.246  -2.924  2.501  0.76
H  -3.020  -3.735  -0.739  0.44
H  -0.008  -1.910  -2.185  0.25
H  0.569  3.081  2.869  0.16
H  -1.166  2.420  1.414  -0.15
H  2.983  -1.367  -4.448  0.40
H  -3.478  2.066  2.073  0.35
H  -3.036  1.880  3.773  0.33
H  -2.695  0.034  -0.469  0.17
H  4.907  -0.225  -3.308  0.37
H  2.221  2.908  -2.001  0.30
H  0.908  -2.383  -0.118  0.85
H  -2.958  3.471  3.003  0.46
H  -0.637  -3.533  -1.771  0.51
H  -1.449  0.304  3.673  0.52
H  3.373  -1.897  1.549  0.66
H  -1.416  -2.582  -3.042  0.41
H  -1.812  0.983  -3.695  0.31
H  4.508  1.905  -2.077  0.38
H  -0.166  2.250  4.255  0.24
H  -0.792  3.822  3.706  0.44
H  -0.155  2.689  -2.461  0.30
H  -1.242  -3.152  3.579  0.42
H  -2.977  -0.462  -2.208  0.45
H  2.340  1.927  3.401  0.49
H  1.585  1.996  0.744  0.65
H  2.226  -0.284  -0.370  0.62
H  -3.929  -2.260  -0.358  0.37
H  0.709  -0.319  -4.390  0.33
H  -1.832  0.131  1.873  -0.08
H  -0.181  2.614  -4.257  0.50
H  3.447  -0.493  3.875  0.49
H  -3.619  -2.709  -2.049  0.50
H  -3.015  -2.560  1.661  0.38